(1)
Molecular formula: C3H6O3
Method: DFT, the ωB97M-V functional and the def2-TZVPD basis

```
12
Properties=species:S:1:pos:R:3:mulliken_charge:R:1
O 1.385 0.585 0.782 -0.349
O -0.687 0.279 1.673 -0.470
O 0.588 -1.574 1.304 -0.557
C 0.497 -0.364 1.178 0.901
C 0.985 0.245 -0.560 -0.657
C -0.910 0.193 -0.992 -0.886
H 1.182 1.127 -1.170 0.388
H -1.178 1.244 -0.969 0.302
H -0.674 -0.257 -1.951 0.364
H -1.649 -0.486 -0.580 0.327
H 1.534 -0.600 -0.980 0.310
H -1.074 -0.390 2.266 0.327
```

Calculated values
- Energy above the lowest of the compared OMol25 structures with the same formula, charge and spin: 3.2687 eV
- E_LUMO: 0.77 eV
- Frontier orbital gap: 11.46 eV
- Energy: -343.53443 a.u.

=====

(2)
Molecular formula: C3H6O3
Method: DFT, the ωB97M-V functional and the def2-TZVPD basis

```
12
Properties=species:S:1:pos:R:3:mulliken_charge:R:1
O 0.447 1.615 0.686 -0.286
O -0.872 -1.911 -0.403 -0.415
O -0.580 0.656 -1.038 -0.543
C 0.305 -1.279 -0.442 -0.434
C 0.092 1.562 -0.569 0.218
C 0.178 0.431 1.407 -0.624
H 0.999 -1.558 0.316 0.475
H -0.875 0.158 1.380 0.303
H 0.530 2.360 -1.170 0.386
H 0.515 0.668 2.434 0.267
H 0.688 -1.054 -1.444 0.298
H -1.426 -1.647 -1.155 0.354
```

Calculated values
- Energy above the lowest of the compared OMol25 structures with the same formula, charge and spin: 5.0753 eV
- E_LUMO (alpha / beta): 0.64 / 0.39 eV
- Frontier orbital gap (alpha / beta): 8.43 / 7.67 eV
- Energy: -343.46804 a.u.

=====

(3)
Molecular formula: C3H6O3
Method: DFT, the ωB97M-V functional and the def2-TZVPD basis

```
12
Properties=species:S:1:pos:R:3:mulliken_charge:R:1
O 0.676 -0.648 0.366 -0.316
O 0.054 1.220 -0.740 -0.602
O -2.535 0.819 -0.126 -0.529
C 2.051 -0.369 0.088 -0.639
C -0.214 0.218 -0.115 0.728
C -1.635 -0.198 0.197 -0.300
H 2.302 -0.716 -0.917 0.276
H 2.248 0.702 0.160 0.313
H -1.704 -0.453 1.261 0.267
H -2.029 1.470 -0.639 0.343
H -1.837 -1.121 -0.369 0.226
H 2.623 -0.924 0.833 0.234
```

Calculated values
- Energy above the lowest of the compared OMol25 structures with the same formula, charge and spin: 0.7105 eV
- E_LUMO: 0.79 eV
- SMILES: COC(=O)CO
- Frontier orbital gap: 11.40 eV
- Energy: -343.62844 a.u.

=====

(4)
Molecular formula: C3H6O3
Method: DFT, the ωB97M-V functional and the def2-TZVPD basis

```
12
Properties=species:S:1:pos:R:3:mulliken_charge:R:1
O -3.699 -0.118 -0.261 -0.629
O 3.489 -0.273 -0.465 -0.487
O 0.136 1.614 -0.043 -0.480
C 2.384 0.245 -0.353 -0.019
C 1.311 -0.348 0.499 -0.302
C 0.079 0.472 0.349 0.072
H 1.616 -0.136 1.567 0.209
H 1.186 -1.421 0.269 0.317
H -4.519 -0.684 -0.419 0.323
H -0.981 0.045 0.599 0.298
H 2.119 1.167 -0.848 0.385
H -3.122 -0.563 -0.894 0.313
```

Calculated values
- Energy above the lowest of the compared OMol25 structures with the same formula, charge and spin: 1.9615 eV
- E_LUMO: 0.43 eV
- SMILES: O=CCC=O.O
- Frontier orbital gap: 10.18 eV
- Energy: -343.58247 a.u.